Entry from the Open Molecules 2025 dataset: C24H45Cl3N3O4SiTb as an isolated structure (ωB97M-V/def2-TZVPD).

ORCA input file:
```
! RIJCOSX wB97M-V def2-TZVPD def2/J DEFGRID3
* xyz 0 7
C -1.477 -0.437 -4.205
C -1.011 -1.647 -3.466
H -1.188 -0.484 -5.255
H -1.028 0.450 -3.732
H -2.566 -0.316 -4.145
C -0.327 -2.685 -3.971
C 0.085 -2.777 -5.391
H 0.029 -3.474 -3.318
H 0.717 -1.917 -5.669
H -0.759 -2.821 -6.093
H 0.688 -3.685 -5.508
Tb 0.224 1.120 1.379
Cl 1.677 3.275 1.664
C -0.791 -1.943 2.534
O -0.096 -0.978 2.102
N -0.262 -2.992 3.143
C 1.188 -3.135 3.298
C -1.093 -4.035 3.743
H -1.885 -1.957 2.410
H 1.668 -2.162 3.151
H 1.574 -3.871 2.577
H 1.378 -3.521 4.306
H -2.158 -3.789 3.643
H -0.838 -4.131 4.805
H -0.906 -5.003 3.267
H 1.160 3.165 6.267
H -0.533 5.346 5.626
C 1.275 3.146 5.174
C -0.240 5.064 4.609
N 0.050 3.636 4.532
H 1.436 2.126 4.820
C -0.585 2.839 3.691
O -0.253 1.618 3.530
H -1.060 5.326 3.926
H -1.377 3.285 3.065
H 2.127 3.783 4.898
H 0.649 5.648 4.338
H 1.480 0.281 -2.699
H 2.531 -2.591 -2.824
C 2.538 0.287 -2.404
C 3.334 -2.071 -2.282
N 2.820 -0.893 -1.590
H 2.741 1.195 -1.832
C 2.403 -0.928 -0.314
O 2.045 0.115 0.304
H 3.783 -2.761 -1.560
H 2.373 -1.933 0.177
H 3.164 0.237 -3.296
H 4.085 -1.753 -3.015
O -0.253 -0.556 -1.780
C -1.156 -1.512 -1.964
C 0.313 -3.240 -0.852
C -0.968 -2.759 -1.092
H 1.165 -2.661 -1.226
C 0.504 -4.417 -0.134
H -2.175 -1.153 -1.776
C -2.081 -3.348 -0.502
H 1.504 -4.816 0.015
C -0.623 -5.073 0.389
C -1.908 -4.526 0.227
H -3.053 -2.868 -0.638
H -0.503 -6.013 0.937
H -2.790 -5.010 0.671
Si -0.450 4.089 -1.536
Cl -0.419 1.908 -1.107
C 1.342 4.606 -1.640
C -1.240 4.796 0.022
C -1.446 4.428 -3.078
H 1.995 3.724 -1.715
H 1.619 5.154 -0.724
H 1.520 5.265 -2.506
H -0.875 4.227 -4.000
H -1.766 5.482 -3.127
H -2.348 3.806 -3.088
H -0.999 4.173 0.897
H -2.336 4.844 -0.086
H -0.864 5.812 0.233
Cl -3.043 -0.033 0.373
C -2.270 1.206 1.265
H -2.595 2.154 0.828
H -2.591 1.061 2.307
*
```

## Properties
Energy relative to the best compared isomer or geometry (same formula, charge and spin), eV: 0.000
Total energy, eV: -106161.29602
Frontier orbital gap (spin up / spin down), eV: 6.2 / 6.2
LUMO (spin up / spin down), Ha: 0.010 / 0.010

Entry from the Open Molecules 2025 dataset: a 8-piece molecular cluster, C19H55NO7 overall (ωB97M-V/def2-TZVPD).

ORCA input file:
```
! RIJCOSX wB97M-V def2-TZVPD def2/J DEFGRID3
* xyz 0 1
N -20.166 33.032 -5.059
H -20.835 32.284 -5.175
H -20.664 33.904 -4.950
H -19.618 33.073 -5.907
H -19.561 32.846 -4.272
C -24.755 29.467 -6.879
O -23.766 30.265 -6.249
H -24.408 28.435 -6.835
H -25.743 29.522 -6.421
H -24.971 29.694 -7.923
C -25.723 31.354 -1.452
C -24.215 31.195 -1.157
C -23.989 31.109 0.324
O -23.843 29.939 -1.742
H -25.925 31.443 -2.519
H -26.141 32.246 -0.985
H -26.292 30.454 -1.220
H -23.604 31.928 -1.684
H -22.917 31.036 0.506
H -24.571 30.239 0.625
H -24.317 32.009 0.844
H -24.019 30.182 -2.654
C -15.268 32.795 -3.121
C -15.747 31.761 -1.990
C -15.612 32.238 -0.528
O -17.060 31.446 -2.266
H -14.196 32.989 -3.149
H -15.829 33.729 -3.104
H -15.518 32.409 -4.110
H -15.109 30.906 -2.214
H -16.147 31.598 0.174
H -16.074 33.222 -0.448
H -14.573 32.170 -0.205
H -17.380 30.783 -1.650
C -19.504 26.300 -7.794
C -18.713 27.601 -7.482
C -17.332 27.777 -8.085
O -19.390 28.724 -7.862
H -20.371 26.089 -7.168
H -18.743 25.558 -7.548
H -19.760 26.249 -8.852
H -18.624 27.665 -6.398
H -16.632 27.028 -7.715
H -16.946 28.777 -7.885
H -17.357 27.746 -9.175
H -20.305 28.650 -7.581
C -24.445 36.991 -7.511
C -24.456 35.490 -7.638
C -23.430 34.998 -8.688
O -24.232 34.924 -6.422
H -24.762 37.524 -8.408
H -23.469 37.395 -7.245
H -25.006 37.391 -6.666
H -25.427 35.075 -7.910
H -23.460 35.447 -9.681
H -23.545 33.947 -8.950
H -22.413 35.087 -8.306
H -24.131 33.979 -6.560
C -20.567 37.650 -1.384
C -21.692 37.948 -2.388
C -21.494 39.266 -3.112
O -21.514 37.071 -3.427
H -19.629 37.653 -1.939
H -20.670 36.648 -0.969
H -20.492 38.326 -0.533
H -22.688 37.956 -1.945
H -22.298 39.601 -3.768
H -20.527 39.272 -3.615
H -21.439 40.096 -2.407
H -22.391 36.819 -3.728
C -17.613 37.313 -9.028
C -16.630 36.272 -8.507
C -15.664 36.793 -7.395
O -17.409 35.238 -8.000
H -18.259 36.903 -9.804
H -17.136 38.118 -9.587
H -18.226 37.827 -8.288
H -16.032 35.856 -9.318
H -16.266 36.900 -6.493
H -15.367 37.825 -7.582
H -14.763 36.199 -7.245
H -17.885 34.956 -8.784
*
```

## Properties
Energy relative to the best compared isomer or geometry (same formula, charge and spin), eV: 5.394
Total energy, eV: -36411.04156
Frontier orbital gap, eV: 3.8
LUMO, Ha: -0.044

Entry from the Open Molecules 2025 dataset: one molecule with the formula C3H5N3OS (ωB97M-V/def2-TZVPD).

ORCA input file:
```
! RIJCOSX wB97M-V def2-TZVPD def2/J DEFGRID3
* xyz 0 1
H -2.581 -0.195 -1.909
N -2.547 -0.658 -0.997
C -1.420 -0.280 -0.599
N -0.514 0.645 -1.035
C 0.661 0.410 -0.299
S 2.164 1.341 -0.265
C 0.372 -0.498 0.682
N 1.029 -1.019 1.771
O -0.996 -0.901 0.530
H -0.748 1.610 -1.334
H 1.579 2.397 0.302
H 1.997 -0.717 1.693
H 1.005 -2.135 1.460
*
```

## Properties
Energy relative to the best compared isomer or geometry (same formula, charge and spin), eV: 2.077
Total energy, eV: -20543.58233
Frontier orbital gap, eV: 8.4
LUMO, Ha: 0.014
Structure (SMILES): [H]/N=c1\[nH]c(S)c(N)o1

Entry from the Open Molecules 2025 dataset: a 3-piece molecular cluster, C3H13NO2S overall (ωB97M-V/def2-TZVPD).

ORCA input file:
```
! RIJCOSX wB97M-V def2-TZVPD def2/J DEFGRID3
* xyz 0 1
C 0.646 0.997 -1.288
N -0.519 0.630 -0.379
C -0.227 -0.753 0.086
C -1.502 -1.636 0.319
S -1.180 -3.321 1.001
H 0.818 0.332 -2.204
H 0.557 2.062 -1.499
H 1.453 0.830 -0.561
H -1.267 0.396 -1.061
H 0.239 -0.723 1.076
H 0.425 -1.416 -0.511
H -1.920 -1.897 -0.689
H -2.197 -1.152 0.976
H -2.022 -3.258 2.031
O 4.328 1.356 -0.584
H 3.454 1.578 -0.901
H 4.956 2.063 -0.742
O -1.857 1.424 1.899
H -1.380 1.150 1.089
H -2.806 1.340 1.944
*
```

## Properties
Energy relative to the best compared isomer or geometry (same formula, charge and spin), eV: 1.437
Total energy, eV: -19741.00500
Frontier orbital gap, eV: 9.9
LUMO, Ha: 0.024
Structure (SMILES): CNCCS.O.O